Entry from the Open Molecules 2025 dataset: a 2-piece molecular cluster, CH5NO3 overall at a distorted geometry (ωB97M-V/def2-TZVPD).

Values from the calculation:
Energy relative to the best compared isomer or geometry (same formula, charge and spin) ... 13.70 kcal/mol
E_HOMO ... -10.9 eV

```
10
Properties=species:S:1:pos:R:3:lowdin_charge:R:1
N -1.709 -1.403 -1.220 0.160
C -1.005 -0.999 -0.083 -0.649
O -1.007 0.127 0.341 0.089
O -0.391 -2.024 0.557 0.096
H -1.502 -2.348 -1.422 0.076
H -1.384 -0.838 -1.987 0.103
H -0.172 -1.621 1.413 0.125
O 3.077 3.676 0.346 -0.055
H 3.976 3.991 0.256 0.027
H 3.013 2.721 0.381 0.028
```

***

Entry from the Open Molecules 2025 dataset: C20H23NO10PPtTe as an isolated structure at a distorted geometry (ωB97M-V/def2-TZVPD).

Values from the calculation:
Charge ... +1
E_HOMO (spin up / spin down) ... -11.3 / -11.3 eV

```
57
Properties=species:S:1:pos:R:3:lowdin_charge:R:1
Pt -0.262 0.817 -0.704 1.167
C 0.234 -3.376 5.073 -0.042
O -0.717 -3.964 4.195 -0.033
C -0.989 -3.363 3.040 -0.263
C -2.005 -3.945 2.261 0.027
C -2.344 -3.380 1.068 0.000
C -1.745 -2.199 0.579 -0.085
C -2.195 -1.631 -0.676 -0.330
C -3.042 -2.473 -1.591 0.015
O -1.970 -0.470 -1.056 -0.043
C -0.714 -1.612 1.365 -0.300
O -0.056 -0.529 0.987 -0.429
C -0.346 -2.232 2.566 0.018
H 0.197 -3.963 5.985 0.103
H -0.029 -2.338 5.293 0.100
H 1.241 -3.416 4.650 0.102
H -2.496 -4.835 2.625 0.132
H -3.124 -3.850 0.489 0.120
H -2.611 -3.464 -1.716 0.101
H -3.109 -1.981 -2.557 0.099
H -4.048 -2.578 -1.183 0.107
H 0.466 -1.776 3.120 0.024
C 2.888 -2.309 -1.745 -0.043
C 2.819 -1.535 -0.448 -0.250
O 2.162 -0.269 -0.709 -0.307
P 2.392 1.028 0.181 0.165
O 1.661 2.157 -0.453 -0.321
Te 1.558 0.588 2.414 1.329
O 3.938 1.235 0.336 -0.256
C 4.665 2.077 -0.625 -0.205
C 4.685 1.465 -2.009 -0.055
H 3.404 -3.254 -1.583 0.092
H 3.429 -1.735 -2.495 0.084
H 1.888 -2.513 -2.125 0.086
H 3.817 -1.342 -0.049 0.120
H 2.235 -2.074 0.302 0.112
H 5.663 2.161 -0.202 0.127
H 4.198 3.062 -0.643 0.122
H 5.136 0.473 -1.984 0.085
H 5.267 2.100 -2.674 0.096
H 3.671 1.388 -2.401 0.081
O 0.119 3.597 -3.784 0.115
C -0.327 2.948 -2.870 -0.572
O -0.036 1.718 -2.556 -0.138
C -1.451 3.516 -1.991 -0.112
C -2.584 4.094 -2.535 0.017
C -3.713 4.273 -1.741 -0.034
C -3.741 3.797 -0.440 0.013
C -2.584 3.257 0.098 -0.134
C -1.403 3.194 -0.645 -0.037
N -2.606 2.642 1.422 -0.334
O -3.522 2.895 2.166 0.117
O -1.692 1.867 1.701 -0.018
H -2.587 4.402 -3.572 0.132
H -4.591 4.739 -2.165 0.116
H -4.644 3.837 0.152 0.125
H -0.450 3.079 -0.139 0.096
```

***

Entry from the Open Molecules 2025 dataset: C26H39N3O2SSbSe4Si3W as an isolated structure at a distorted geometry (ωB97M-V/def2-TZVPD).

Values from the calculation:
Energy relative to the best compared isomer or geometry (same formula, charge and spin) ... 0.00 kcal/mol
Charge ... +1
E_HOMO ... -10.7 eV

```
80
Properties=species:S:1:pos:R:3:lowdin_charge:R:1
W 0.072 -0.265 -0.017 1.518
C 8.008 1.191 -2.794 -0.036
C 6.573 0.861 -2.508 -0.248
C 6.200 0.337 -1.268 -0.016
C 4.886 0.011 -0.990 -0.070
C 3.929 0.202 -1.979 -0.415
C 4.275 0.696 -3.231 -0.066
C 5.591 1.039 -3.482 -0.020
S 2.261 -0.297 -1.737 1.045
O 2.267 -0.873 -0.324 -0.580
O -0.025 -1.110 -1.462 -0.507
N 1.196 0.998 -1.335 -0.263
C 1.519 1.908 -0.331 -0.449
C 2.766 2.443 -0.032 0.014
C 2.823 3.334 1.012 -0.011
C 1.651 3.659 1.692 -0.084
C 0.474 3.051 1.341 -0.173
N 0.365 2.166 0.326 0.014
H 8.507 1.586 -1.910 0.085
H 8.095 1.921 -3.596 0.083
H 8.548 0.293 -3.101 0.095
H 6.957 0.187 -0.508 0.124
H 4.591 -0.385 -0.028 0.117
H 3.525 0.817 -4.005 0.120
H 5.865 1.436 -4.451 0.122
H 3.631 2.204 -0.626 0.104
H 3.762 3.792 1.291 0.127
H 1.645 4.386 2.487 0.088
H -0.446 3.323 1.838 0.089
C -2.519 -1.712 2.844 -0.189
Si -2.878 -0.181 1.813 0.405
C -2.441 1.380 2.765 -0.220
C -4.746 -0.032 1.737 -0.172
C -2.015 -0.275 0.057 -0.584
Si -2.743 1.128 -1.109 0.438
C -4.498 0.654 -1.601 -0.161
C -1.776 1.317 -2.709 -0.175
C -2.869 2.792 -0.278 -0.160
Si -2.475 -1.942 -0.794 0.497
C -4.059 -2.763 -0.228 -0.157
C -2.477 -2.049 -2.661 -0.145
C -1.119 -3.061 -0.054 -0.268
C -1.124 -4.443 -0.077 -0.029
C -0.098 -5.157 0.530 -0.021
C 0.911 -4.464 1.171 -0.018
C 0.874 -3.083 1.171 -0.157
N -0.117 -2.403 0.578 -0.141
H -2.374 -1.388 3.878 0.017
H -1.636 -2.284 2.570 0.001
H -3.383 -2.380 2.835 0.034
H -2.445 1.135 3.832 0.034
H -3.213 2.136 2.611 0.034
H -1.475 1.812 2.525 -0.054
H -5.053 0.031 2.787 0.053
H -5.282 -0.866 1.292 0.024
H -5.077 0.892 1.264 0.022
H -4.606 -0.343 -2.024 0.014
H -4.786 1.366 -2.381 0.050
H -5.219 0.746 -0.794 0.023
H -2.502 1.428 -3.517 0.043
H -1.127 0.478 -2.950 0.005
H -1.157 2.216 -2.686 0.036
H -3.520 2.786 0.596 0.022
H -3.324 3.461 -1.015 0.051
H -1.901 3.204 -0.005 0.010
H -4.952 -2.205 -0.510 0.037
H -4.095 -2.954 0.842 0.026
H -4.110 -3.724 -0.746 0.043
H -3.132 -1.327 -3.143 0.031
H -2.868 -3.043 -2.897 0.049
H -1.486 -1.956 -3.097 0.033
H -1.936 -4.965 -0.565 0.114
H -0.091 -6.239 0.502 0.121
H 1.727 -4.975 1.661 0.119
H 1.645 -2.498 1.650 0.053
Se 0.316 3.153 4.960 0.084
Sb 0.662 0.639 4.957 0.011
Se 2.588 2.268 5.145 0.067
Se -0.142 -0.983 6.427 0.032
Se 0.613 -0.235 2.566 0.210
```

***

Entry from the Open Molecules 2025 dataset: a 9-piece molecular cluster, C50H124Br2N8 overall at a distorted geometry (ωB97M-V/def2-TZVPD).

Values from the calculation:
Energy relative to the best compared isomer or geometry (same formula, charge and spin) ... 0.00 kcal/mol
E_HOMO ... -7.9 eV

```
184
Properties=species:S:1:pos:R:3:lowdin_charge:R:1
C 11.085 23.434 12.972 -0.068
C 10.053 23.397 11.851 -0.250
N 9.440 22.109 11.729 -0.198
C 8.503 21.752 12.781 -0.244
C 8.128 20.251 12.887 -0.060
C 8.838 21.862 10.403 -0.220
C 9.860 21.669 9.214 -0.075
H 11.956 22.863 12.650 0.046
H 10.713 23.172 13.963 0.054
H 11.465 24.451 13.070 0.049
H 9.263 24.132 12.010 0.119
H 10.633 23.547 10.941 0.106
H 8.890 22.044 13.757 0.090
H 7.643 22.419 12.723 0.112
H 7.671 20.022 13.850 0.055
H 7.482 19.892 12.085 0.064
H 9.046 19.665 12.847 0.034
H 8.117 22.622 10.102 0.111
H 8.346 20.890 10.381 0.096
H 10.376 22.608 9.015 0.054
H 9.389 21.330 8.292 0.068
H 10.595 20.916 9.498 0.054
C 14.534 26.750 15.239 -0.079
C 13.695 26.703 13.925 -0.222
N 14.171 25.836 12.826 -0.190
C 13.431 26.006 11.588 -0.243
C 14.242 25.372 10.436 -0.071
C 14.487 24.444 13.219 -0.289
C 15.991 24.287 13.506 -0.089
H 14.677 25.775 15.706 0.045
H 14.008 27.337 15.991 0.070
H 15.539 27.151 15.111 0.068
H 12.683 26.353 14.134 0.095
H 13.496 27.721 13.591 0.107
H 12.392 25.682 11.643 0.094
H 13.411 27.074 11.372 0.109
H 15.328 25.450 10.389 0.080
H 14.051 24.316 10.248 0.032
H 13.775 25.839 9.568 0.068
H 14.285 23.657 12.492 0.071
H 13.943 24.200 14.132 0.068
H 16.231 23.355 14.018 0.033
H 16.328 25.153 14.075 0.056
H 16.512 24.371 12.552 0.067
C 7.711 15.089 18.081 -0.065
C 7.883 16.151 16.927 -0.214
N 9.023 17.034 17.272 -0.156
C 10.343 16.275 17.091 -0.235
C 11.389 16.771 18.047 -0.080
C 9.055 18.260 16.478 -0.267
C 7.844 19.178 16.732 -0.091
H 6.737 14.608 17.995 0.066
H 7.974 15.387 19.096 0.074
H 8.427 14.268 18.052 0.029
H 7.982 15.852 15.884 0.099
H 6.974 16.752 16.903 0.093
H 10.271 15.201 17.262 0.099
H 10.729 16.378 16.076 0.074
H 11.128 16.537 19.079 0.082
H 12.356 16.353 17.769 0.058
H 11.495 17.850 17.929 0.047
H 9.130 18.114 15.400 0.073
H 9.960 18.806 16.745 0.080
H 6.920 18.845 16.260 0.061
H 7.902 20.210 16.385 0.043
H 7.581 19.164 17.790 0.079
C 9.905 14.118 13.145 -0.090
C 9.473 13.413 14.429 -0.275
N 8.795 12.152 14.221 -0.172
C 9.704 11.125 13.598 -0.238
C 9.018 9.884 13.083 -0.094
C 7.994 11.705 15.377 -0.238
C 8.792 11.471 16.624 -0.102
H 9.085 14.321 12.457 0.082
H 10.736 13.693 12.582 0.059
H 10.412 15.070 13.305 0.005
H 10.358 13.317 15.058 0.107
H 8.867 14.169 14.928 0.091
H 10.410 10.896 14.397 0.101
H 10.361 11.543 12.834 0.102
H 8.195 10.183 12.434 0.078
H 8.696 9.240 13.901 0.068
H 9.647 9.303 12.408 0.070
H 7.241 12.456 15.619 0.109
H 7.357 10.873 15.075 0.106
H 9.202 12.392 17.039 0.046
H 8.237 11.106 17.488 0.073
H 9.622 10.766 16.642 0.070
C 15.258 14.919 11.642 -0.068
C 14.598 16.176 12.288 -0.265
N 15.393 16.838 13.312 -0.183
C 15.638 16.048 14.538 -0.229
C 14.317 15.592 15.152 -0.088
C 16.699 17.332 12.808 -0.238
C 17.186 18.430 13.716 -0.084
H 16.310 15.065 11.395 0.063
H 14.773 14.553 10.737 0.069
H 15.129 14.166 12.419 0.061
H 14.423 16.900 11.492 0.096
H 13.619 15.894 12.674 0.065
H 16.182 15.145 14.262 0.110
H 16.185 16.578 15.317 0.083
H 13.598 16.411 15.146 0.041
H 13.841 14.730 14.684 0.074
H 14.474 15.409 16.215 0.042
H 16.476 17.753 11.828 0.106
H 17.451 16.544 12.753 0.110
H 16.481 19.258 13.788 0.033
H 18.100 18.897 13.350 0.076
H 17.310 18.194 14.773 0.047
C 15.966 15.175 18.705 -0.075
C 16.913 16.387 18.981 -0.232
N 16.851 17.280 17.818 -0.174
C 15.565 17.981 17.604 -0.233
C 15.166 18.968 18.747 -0.061
C 17.967 18.293 17.822 -0.240
C 19.376 17.684 17.707 -0.087
H 14.939 15.522 18.822 0.057
H 16.160 14.348 19.388 0.065
H 16.117 14.696 17.738 0.064
H 16.538 16.864 19.886 0.095
H 17.920 16.050 19.227 0.100
H 15.710 18.574 16.701 0.092
H 14.758 17.286 17.375 0.077
H 15.280 18.489 19.719 0.059
H 15.828 19.833 18.792 0.067
H 14.127 19.298 18.749 0.053
H 17.922 18.848 18.759 0.104
H 17.848 18.980 16.984 0.103
H 20.211 18.384 17.669 0.073
H 19.395 16.979 16.876 0.073
H 19.555 17.061 18.583 0.050
C 13.585 21.543 9.969 -0.092
C 14.971 20.920 10.151 -0.216
N 15.615 20.707 8.810 -0.166
C 14.872 19.944 7.801 -0.288
C 14.507 18.535 8.124 -0.088
C 16.958 20.097 8.965 -0.274
C 17.964 20.925 9.734 -0.088
H 12.889 20.810 9.562 0.051
H 13.473 22.443 9.364 0.071
H 13.258 21.796 10.977 0.051
H 15.547 21.585 10.794 0.105
H 14.810 19.958 10.636 0.094
H 13.999 20.527 7.508 0.109
H 15.507 19.941 6.915 0.109
H 13.798 18.650 8.944 0.066
H 14.022 18.110 7.245 0.080
H 15.382 17.927 8.354 0.068
H 17.332 20.087 7.941 0.109
H 16.857 19.073 9.324 0.097
H 18.948 20.472 9.611 0.073
H 17.775 20.785 10.799 0.056
H 17.896 21.975 9.450 0.084
C 8.700 22.650 17.433 -0.079
C 10.136 22.287 16.960 -0.258
N 11.024 22.200 18.093 -0.166
C 10.861 20.829 18.748 -0.207
C 11.464 20.771 20.149 -0.084
C 12.380 22.455 17.796 -0.298
C 12.608 23.897 17.366 -0.082
H 8.178 22.868 16.501 0.063
H 8.745 23.479 18.139 0.073
H 8.068 21.936 17.960 0.054
H 10.017 21.374 16.377 0.090
H 10.475 23.014 16.222 0.090
H 11.344 20.097 18.101 0.080
H 9.838 20.454 18.730 0.105
H 10.992 21.551 20.746 0.077
H 12.545 20.896 20.200 0.053
H 11.294 19.830 20.671 0.070
H 12.994 22.317 18.686 0.107
H 12.853 21.823 17.045 0.072
H 13.650 24.209 17.422 0.067
H 12.324 24.112 16.336 0.049
H 12.025 24.540 18.025 0.084
Br 11.367 17.787 13.398 0.724
C 12.055 19.614 13.656 -0.640
C 13.538 19.452 13.782 -0.648
Br 14.274 21.188 14.438 0.709
H 11.600 19.927 14.597 0.039
H 11.695 20.351 12.938 0.050
H 14.016 19.243 12.825 0.039
H 13.810 18.680 14.502 0.030
```